(1)
Entry from the OMol25 dataset: C33H46B2F6N7O6RuS5 as an isolated structure (wB97M-V/def2-TZVPD).

Each line ends with the Löwdin charge.
Element x y z (Å)
Ru1 0.775 -0.590 0.106  0.93
C1 4.241 -0.027 -3.405  -0.08
C2 3.926 1.453 -3.210  -0.53
C3 2.592 1.801 -3.866  -0.01
C4 5.067 2.261 -3.835  -0.03
N1 3.811 1.846 -1.753  0.02
C5 3.948 3.163 -1.345  -0.02
C6 3.700 3.206 -0.025  -0.04
N2 3.387 1.926 0.391  0.02
B1 2.984 1.715 1.875  -0.54
N3 1.538 2.312 2.129  0.05
C7 1.290 2.947 3.320  -0.02
C8 0.115 3.603 3.211  0.00
N4 -0.369 3.384 1.937  0.05
C9 0.506 2.565 1.316  -0.49
S1 0.341 1.929 -0.321  1.08
C10 -1.473 4.221 1.312  -0.51
C11 -0.817 5.131 0.271  -0.02
C12 -2.110 5.076 2.403  -0.04
C13 -2.562 3.355 0.689  -0.01
N5 3.198 0.279 2.415  0.02
C14 4.482 -0.146 2.671  -0.04
C15 4.417 -1.409 3.136  -0.01
N6 3.082 -1.769 3.175  0.03
C16 2.357 -0.731 2.711  -0.63
S2 0.637 -0.699 2.478  0.77
C17 2.557 -3.078 3.726  -0.53
C18 3.739 -3.929 4.184  -0.04
C19 1.670 -2.778 4.933  -0.03
C20 1.803 -3.836 2.638  -0.03
C21 3.448 1.108 -0.683  -0.64
S3 3.095 -0.581 -0.647  0.75
H1 4.470 -0.171 -4.461  0.10
H2 3.405 -0.673 -3.156  0.03
H3 5.113 -0.334 -2.826  0.09
H4 2.631 1.553 -4.927  0.10
H5 2.366 2.865 -3.769  0.09
H6 1.782 1.224 -3.413  0.08
H7 5.207 1.918 -4.858  0.10
H8 6.001 2.102 -3.293  0.10
H9 4.861 3.328 -3.885  0.08
H10 4.228 3.953 -2.012  0.12
H11 3.738 4.033 0.664  0.13
H12 3.705 2.431 2.519  0.13
H13 1.981 2.892 4.143  0.14
H14 -0.396 4.209 3.932  0.13
H15 -0.041 5.748 0.727  0.10
H16 -1.573 5.791 -0.154  0.10
H17 -0.381 4.555 -0.544  0.06
H18 -1.409 5.784 2.844  0.09
H19 -2.556 4.463 3.188  0.10
H20 -2.908 5.655 1.941  0.10
H21 -2.236 2.856 -0.221  0.07
H22 -3.392 4.007 0.413  0.11
H23 -2.930 2.617 1.399  0.10
H24 5.334 0.490 2.507  0.14
H25 5.204 -2.065 3.448  0.12
H26 4.299 -3.459 4.994  0.09
H27 4.412 -4.165 3.359  0.09
H28 3.341 -4.870 4.559  0.10
H29 2.220 -2.204 5.681  0.10
H30 1.363 -3.721 5.385  0.10
H31 0.772 -2.233 4.654  0.04
H32 2.464 -4.081 1.808  0.08
H33 0.945 -3.285 2.256  0.03
H34 1.434 -4.770 3.061  0.11
C22 -7.081 -2.115 -1.699  -0.04
C23 -6.620 -0.677 -1.980  -0.56
C24 -7.720 0.307 -1.558  -0.04
C25 -6.393 -0.531 -3.485  -0.06
C26 -5.349 -0.391 -1.179  -0.15
C27 -5.383 -0.487 0.219  -0.01
C28 -4.271 -0.253 1.020  0.04
C29 -3.110 0.086 0.368  -0.21
O1 -1.870 0.403 0.915  0.08
B2 -1.075 0.627 -0.202  -1.07
O2 -1.765 0.502 -1.408  0.13
C30 -3.051 0.172 -1.008  -0.19
C31 -4.149 -0.053 -1.805  0.07
H35 -7.977 -2.339 -2.281  0.09
H36 -7.319 -2.265 -0.646  0.08
H37 -6.304 -2.830 -1.977  0.09
H38 -8.634 0.106 -2.121  0.09
H39 -7.417 1.337 -1.756  0.09
H40 -7.957 0.220 -0.497  0.08
H41 -7.324 -0.741 -4.012  0.09
H42 -5.641 -1.234 -3.849  0.09
H43 -6.084 0.483 -3.751  0.09
H44 -6.311 -0.758 0.706  0.11
H45 -4.311 -0.338 2.097  0.13
H46 -4.057 0.018 -2.880  0.13
F1 -1.421 -2.866 -3.337  0.16
C32 -1.726 -3.408 -2.169  -0.66
F2 -1.959 -4.697 -2.309  0.17
F3 -2.817 -2.818 -1.686  0.15
S4 -0.327 -3.138 -0.942  0.62
O3 0.543 -2.103 -1.566  -0.43
O4 -0.945 -2.616 0.257  -0.32
N7 0.365 -4.489 -0.684  -0.28
S5 1.278 -5.190 -1.810  0.62
O5 0.841 -4.863 -3.134  -0.26
O6 1.538 -6.534 -1.430  -0.24
C33 2.934 -4.327 -1.619  -0.66
F4 3.127 -3.453 -2.604  0.13
F5 3.904 -5.230 -1.647  0.15
F6 3.008 -3.665 -0.450  0.06

The orbital gap (alpha / beta) comes out at 0.2898 / 0.2338 Ha. As for the expectation value of S²: 6.02. Its highest occupied orbital energy (alpha / beta) is -10.51 / -10.62 eV. The net charge is +1. Its spin multiplicity is 5. The value obtained for the lowest unoccupied orbital energy (alpha / beta) is -0.0963 / -0.1566 hartree.

(2)
Entry from the OMol25 dataset: C15H17IrN as an isolated structure (wB97M-V/def2-TZVPD).

Each line ends with the Löwdin charge.
Element x y z (Å)
Ir1 -0.184 -0.057 0.684  1.14
C1 3.420 1.192 -0.577  -0.01
C2 2.288 1.265 0.389  -0.26
C3 1.486 2.408 0.459  0.00
C4 0.444 2.506 1.385  -0.26
C5 -0.500 3.659 1.331  -0.01
C6 0.284 1.477 2.347  -0.10
C7 1.146 0.344 2.367  -0.46
C8 1.170 -0.597 3.536  -0.03
C9 2.045 0.200 1.290  -0.15
H1 3.135 0.616 -1.459  0.11
H2 4.283 0.701 -0.128  0.10
H3 3.704 2.192 -0.902  0.09
H4 1.700 3.242 -0.193  0.13
H5 -1.318 3.394 0.659  0.09
H6 -0.014 4.543 0.928  0.10
H7 -0.925 3.880 2.306  0.09
H8 -0.388 1.642 3.182  0.14
H9 0.519 -1.459 3.381  0.09
H10 0.832 -0.083 4.434  0.09
H11 2.179 -0.974 3.700  0.09
H12 2.731 -0.636 1.288  0.13
N1 -1.702 0.028 -0.442  -0.08
C10 -2.501 0.754 -1.148  -0.41
C11 -1.972 1.751 -2.047  -0.02
C12 -2.802 2.623 -2.692  -0.07
C13 -4.187 2.566 -2.509  -0.03
C14 -4.730 1.582 -1.681  -0.06
C15 -3.928 0.680 -1.033  0.01
H13 -0.900 1.781 -2.171  0.11
H14 -2.380 3.374 -3.344  0.11
H15 -4.828 3.266 -3.020  0.11
H16 -5.800 1.538 -1.534  0.12
H17 -4.338 -0.076 -0.387  0.12

The orbital gap (alpha / beta) comes out at 0.2158 / 0.2172 Ha. Its highest occupied orbital energy (alpha / beta) is -11.31 / -11.33 eV. The net charge is +1. The value obtained for the lowest unoccupied orbital energy (alpha / beta) is -0.1998 / -0.1993 hartree.

(3)
Entry from the OMol25 dataset: C34H44N5O2STeW as an isolated structure (wB97M-V/def2-TZVPD).

Each line ends with the Löwdin charge.
Element x y z (Å)
W1 0.721 1.311 0.079  1.62
C1 3.585 0.468 1.015  -0.08
N1 3.055 0.895 -0.309  -0.27
C2 3.800 2.124 -0.740  -0.15
C3 2.891 3.127 -1.463  -0.15
C4 2.282 4.065 -0.421  -0.17
N2 1.785 3.231 0.676  -0.08
C5 1.580 3.808 1.823  -0.01
C6 0.935 3.182 2.928  -0.12
C7 0.658 3.934 4.089  0.02
C8 -0.106 3.412 5.108  -0.02
C9 -0.619 2.121 4.996  0.00
C10 -0.307 1.324 3.905  0.03
C11 0.489 1.829 2.880  -0.27
O1 0.873 1.040 1.852  -0.34
C12 3.392 -0.194 -1.279  -0.19
C13 2.759 -0.047 -2.664  -0.13
C14 1.229 -0.156 -2.677  -0.19
N3 0.609 0.801 -1.754  -0.28
C15 -0.829 0.867 -1.890  -0.43
C16 -1.306 2.261 -2.136  -0.24
C17 -1.942 2.688 -3.298  0.00
C18 -2.355 4.006 -3.414  -0.02
C19 -2.176 4.900 -2.369  -0.02
C20 -1.549 4.494 -1.202  0.02
C21 -1.091 3.186 -1.098  -0.33
O2 -0.468 2.714 0.032  -0.34
H1 4.666 0.301 0.968  0.12
H2 3.114 -0.469 1.328  0.06
H3 3.384 1.229 1.777  0.09
H4 4.648 1.842 -1.371  0.14
H5 4.218 2.613 0.147  0.13
H6 2.084 2.603 -2.009  0.09
H7 3.459 3.710 -2.190  0.14
H8 1.452 4.648 -0.851  0.13
H9 3.035 4.776 -0.062  0.15
H10 1.852 4.858 1.958  0.17
H11 1.052 4.936 4.162  0.13
H12 -0.302 4.002 5.992  0.13
H13 -1.241 1.728 5.785  0.13
H14 -0.663 0.302 3.847  0.12
H15 3.086 -1.149 -0.849  0.07
H16 4.481 -0.231 -1.401  0.14
H17 3.151 -0.857 -3.285  0.14
H18 3.065 0.882 -3.148  0.12
H19 0.908 -1.177 -2.400  0.10
H20 0.885 0.022 -3.704  0.15
H21 -1.209 0.157 -2.636  0.11
H22 -2.131 1.989 -4.098  0.13
H23 -2.828 4.333 -4.325  0.13
H24 -2.546 5.910 -2.446  0.13
H25 -1.439 5.163 -0.364  0.13
C22 -6.078 -4.497 -0.039  -0.02
C23 -4.969 -3.508 -0.104  -0.23
C24 -4.796 -2.677 -1.202  0.02
C25 -3.826 -1.685 -1.232  -0.29
C26 -3.717 -0.810 -2.444  -0.05
C27 -2.986 -1.536 -0.119  -0.31
Te1 -1.824 0.343 0.137  1.60
C28 -3.113 -2.387 0.989  -0.31
C29 -2.247 -2.235 2.205  -0.08
C30 -4.093 -3.364 0.967  0.01
H26 -6.498 -4.701 -1.017  0.09
H27 -6.871 -4.098 0.590  0.10
H28 -5.743 -5.426 0.410  0.09
H29 -5.454 -2.772 -2.051  0.13
H30 -4.648 -0.828 -3.000  0.10
H31 -2.936 -1.179 -3.109  0.09
H32 -3.514 0.227 -2.148  0.05
H33 -1.207 -2.102 1.904  -0.01
H34 -2.332 -3.112 2.840  0.09
H35 -2.570 -1.364 2.780  0.08
H36 -4.209 -4.009 1.827  0.13
C31 1.473 -3.813 2.483  -0.01
N4 1.780 -3.924 1.088  -0.13
C32 2.437 -5.122 0.572  -0.07
C33 2.542 -4.851 -0.936  -0.08
N5 2.119 -3.453 -1.025  0.04
C34 1.621 -3.020 0.142  -0.64
S1 0.820 -1.490 0.375  0.69
H37 2.397 -3.779 3.065  0.11
H38 0.890 -4.679 2.801  0.11
H39 0.894 -2.911 2.663  0.06
H40 1.847 -6.010 0.808  0.14
H41 3.418 -5.236 1.042  0.14
H42 1.884 -5.496 -1.525  0.14
H43 3.560 -4.952 -1.316  0.13
H44 1.872 -3.060 -1.918  0.13

The orbital gap comes out at 0.2141 Ha. Its highest occupied orbital energy is -15.80 eV. The net charge is +3. The value obtained for the lowest unoccupied orbital energy is -0.3667 hartree.

The records above yield total energy values of -132099.345 -20150.031 -67446.345 eV, respectively.